Entry A
20
Properties=species:S:1:pos:R:3 method="wB97M-V/def2-TZVPD" spin_multiplicity=1 homo_energy_ha=-0.333 molar_mass_g_mol=90.17 e_lumo_ev=1.18 smiles=CCN.CNC orbital_gap_ha=0.37578
C -5.44432 -0.94946 0.40067
C -4.99576 -1.77100 -0.75660
N -4.80876 -3.20038 -0.35422
H -6.35574 -1.28925 0.89858
H -5.61622 0.10713 0.18351
H -4.65061 -0.91432 1.13508
H -4.04103 -1.50528 -1.20717
H -5.69900 -1.67353 -1.59439
H -4.17179 -3.64613 -0.99695
H -4.28779 -3.15515 0.52000
C 5.70533 1.46612 -0.74756
N 5.52464 1.55326 0.66800
C 4.30435 2.34672 0.99156
H 5.01113 0.81278 -1.33175
H 6.71688 1.12741 -1.00943
H 5.57764 2.46597 -1.17148
H 5.27056 0.67171 1.09864
H 3.51758 2.18069 0.25008
H 3.79925 2.00668 1.90535
H 4.64366 3.36604 1.11806

---

Entry B
20
Properties=species:S:1:pos:R:3 method="wB97M-V/def2-TZVPD" spin_multiplicity=1 homo_energy_ha=-0.303 molar_mass_g_mol=90.17 e_lumo_ev=0.88 smiles=CCN.CNC orbital_gap_ha=0.33548
C -4.14654 0.41411 -0.51979
C -2.83290 1.16631 -0.82792
N -1.85275 0.29950 -1.49772
H -4.78955 0.98503 0.16851
H -3.91079 -0.45451 0.13601
H -4.63375 0.09187 -1.41867
H -2.39391 1.55022 0.11515
H -3.03026 2.09897 -1.45034
H -1.40831 0.77464 -2.27585
H -1.04240 0.24677 -0.89388
C 1.99085 -0.24730 1.36805
N 3.12390 -1.13781 1.30103
C 3.98678 -1.10771 0.15025
H 1.65104 0.10731 0.35672
H 2.04986 0.62962 2.02726
H 1.09390 -0.81996 1.63710
H 3.52498 -1.50078 2.14463
H 4.96363 -0.59315 0.34926
H 4.06442 -2.10189 -0.26878
H 3.59178 -0.40122 -0.60102

---

Entry C
20
Properties=species:S:1:pos:R:3 method="wB97M-V/def2-TZVPD" spin_multiplicity=1 homo_energy_ha=-0.286 molar_mass_g_mol=90.17 e_lumo_ev=1.10 orbital_gap_ha=0.32639
C -1.01292 -0.88583 0.22325
C -2.00461 1.64591 0.06821
C -0.08985 -2.05328 -0.04104
N -1.48856 0.60676 -0.77124
H -1.80359 0.51890 -1.73070
H -0.88953 -0.43469 1.20303
H -2.03885 -1.23225 0.12671
H -1.16250 2.17801 0.52878
H -2.54596 1.22009 0.93625
H -2.67686 2.32179 -0.47121
H -0.40187 -2.90826 0.56591
H 0.90880 -1.83163 0.32924
H -0.06985 -2.31842 -1.09835
C 2.63699 0.31278 0.35797
N 1.41910 0.43159 -0.42703
H 1.62742 0.54003 -1.41419
H 0.72659 1.12194 -0.09107
H 2.36658 0.21036 1.40993
H 3.34023 1.14909 0.25423
H 3.15924 -0.59287 0.04133

---

Verdict on stability: entry A comes out on top.

---

Entry A
8
Properties=species:S:1:pos:R:3 method="wB97M-V/def2-TZVPD" total_charge=+1 spin_multiplicity=1 homo_energy_ha=-0.571 molar_mass_g_mol=110.96 e_lumo_ev=-4.31 orbital_gap_ha=0.41299
C 0.34546 -0.57546 -0.30575
N -0.54714 0.51544 0.22078
Br 2.13626 -0.05185 0.15297
H -0.11660 -1.70695 0.36403
H 0.12513 -0.80087 -1.26567
H 0.04093 1.29876 -0.12283
H -1.31425 0.71654 -0.30575
H -0.66978 0.60439 1.26222

---

Entry B
8
Properties=species:S:1:pos:R:3 method="wB97M-V/def2-TZVPD" total_charge=+1 spin_multiplicity=1 homo_energy_ha=-0.577 molar_mass_g_mol=110.96 e_lumo_ev=-5.62 orbital_gap_ha=0.37032
C 0.37271 -0.74127 0.09765
N 0.87647 0.40036 0.08904
Br -2.24520 0.04739 0.21190
H 0.28432 -1.16312 -0.94018
H 0.28139 -1.33937 1.00981
H -1.53045 0.82235 -0.78212
H 0.63600 1.01695 0.95750
H 1.32475 0.95671 -0.64359

---

Verdict on stability: entry B comes out on top.

---

Entry A
25
Properties=species:S:1:pos:R:3 method="wB97M-V/def2-TZVPD" total_charge=+1 spin_multiplicity=1 homo_energy_ha=-0.460 molar_mass_g_mol=117.22 e_lumo_ev=-8.45 orbital_gap_ha=0.14942
N 3.23566 -0.97182 -0.83988
C 1.07684 1.49024 -2.24711
C 0.47757 1.59019 -0.76439
N 0.15750 0.24915 -0.37911
C -2.99631 -1.26290 1.07448
C -1.60359 -1.10193 0.36041
C -0.79621 0.13388 0.72892
C -0.07460 0.08592 2.06005
H 3.35699 -1.99373 -0.72242
H 2.30387 -0.70796 -0.48395
H 2.07747 1.08451 -2.14843
H 0.58299 0.65966 -2.72980
H 1.10693 2.35527 -2.84404
H -0.37999 2.37748 -0.79864
H 1.25915 2.16362 -0.17977
H 3.96549 -0.36304 -1.19238
H -2.78696 -1.63288 2.13720
H -3.55340 -0.29568 1.09091
H -3.65354 -1.97014 0.47536
H -1.70509 -1.10220 -0.72690
H -0.86956 -1.96366 0.37612
H -1.41933 1.05711 0.55946
H 0.75687 -0.50690 1.93975
H 0.29061 0.99488 2.44464
H -0.80936 -0.36905 2.80953

---

Entry B
25
Properties=species:S:1:pos:R:3 method="wB97M-V/def2-TZVPD" total_charge=+1 spin_multiplicity=1 homo_energy_ha=-0.519 molar_mass_g_mol=117.22 e_lumo_ev=-7.23 orbital_gap_ha=0.25361
C -0.01598 1.87545 0.21552
C 1.12795 0.86742 0.20747
C 0.87256 -0.56105 -0.43780
C -0.13429 -0.61993 -1.43736
C -0.78325 -1.84683 -1.79284
C -1.74998 -2.16202 -0.55885
N -2.66979 -1.08215 -0.13283
N 1.94791 1.14726 1.58044
H -0.52746 1.78033 1.17088
H 0.43812 2.85784 0.19101
H -0.69240 1.78849 -0.63228
H 1.86464 1.21129 -0.53130
H 1.80162 -0.85830 -0.96672
H 0.79399 -1.31051 0.35555
H -0.21213 0.16261 -2.19231
H 2.18502 3.01162 4.21520
H -0.17559 -2.75175 -1.88428
H -1.39512 -1.73049 -2.68744
H -2.30984 -3.08879 -0.63021
H -1.04416 -2.31857 0.25913
H -3.29384 -0.86158 -0.90420
H -2.12446 -0.22927 -0.11295
H 2.13710 3.68413 3.89375
H 2.79311 0.62728 1.30710
H 1.16627 0.40750 1.50532

---

Entry C
25
Properties=species:S:1:pos:R:3 method="wB97M-V/def2-TZVPD" total_charge=+1 spin_multiplicity=1 homo_energy_ha=-0.501 molar_mass_g_mol=117.22 e_lumo_ev=-2.79 smiles=CCNCC[NH2+]CC orbital_gap_ha=0.39854
C -1.71662 -0.20563 -0.64118
N -1.19580 1.12601 -0.17392
C -0.88493 2.00080 -1.31809
C -0.03105 3.17643 -0.93193
C -0.64018 -1.28028 -0.50247
N 0.54894 -0.83420 0.32035
C 0.89726 -1.82745 1.50337
C 2.34429 -2.16982 1.62340
H -2.08529 -0.35007 -1.65362
H -2.61761 -0.36912 -0.01197
H -2.00867 1.56936 0.25385
H -1.95249 2.25581 -1.68912
H -0.37844 1.59585 -2.23142
H 1.01824 3.14262 -1.14519
H 0.05359 3.23564 0.17389
H -0.47151 4.10803 -1.28608
H -0.19817 -1.51598 -1.47237
H -1.13188 -2.15794 0.01487
H 0.21745 0.07235 0.69313
H 1.36912 -0.67485 -0.27209
H 0.55537 -1.32686 2.44792
H 0.14126 -2.60798 1.41850
H 2.97157 -1.40412 2.14430
H 2.64829 -2.42085 0.58561
H 2.54725 -3.13775 2.15028

---

Entry D
25
Properties=species:S:1:pos:R:3 method="wB97M-V/def2-TZVPD" total_charge=+1 spin_multiplicity=1 homo_energy_ha=-0.465 molar_mass_g_mol=117.22 e_lumo_ev=-6.07 orbital_gap_ha=0.24221
C 1.20937 -2.93799 0.34547
C 1.27504 -1.42175 0.62185
C 0.00405 -0.75771 0.70312
C -0.31522 0.43920 0.07336
C 0.74034 1.69222 0.50122
N 0.33027 2.89015 -0.03085
C -0.60541 3.75815 0.64329
N -2.16756 -3.13790 -2.31297
H 0.73875 -3.08640 -0.62571
H 2.23845 -3.27094 0.26292
H 0.61168 -3.44948 1.09483
H 1.88352 -1.20019 1.51337
H -0.69543 -1.07257 1.48238
H 1.84742 -0.97430 -0.19664
H -0.20954 0.45463 -1.00848
H -1.30944 0.85014 0.24042
H 1.72048 1.42559 0.11614
H 0.77096 1.70414 1.58557
H 0.37358 2.96326 -1.03475
H -0.28282 3.97080 1.65794
H -0.78092 4.64498 0.04896
H -1.60873 3.31075 0.77885
H -1.71250 -3.69621 -3.01901
H -2.75953 -2.42776 -2.71768
H -1.49378 -2.69221 -1.70852

---

Verdict on stability: entry C comes out on top.

---

Entry A
7
Properties=species:S:1:pos:R:3 method="wB97M-V/def2-TZVPD" total_charge=-1 spin_multiplicity=1 homo_energy_ha=-0.205 molar_mass_g_mol=126.07 e_lumo_ev=3.91 orbital_gap_ha=0.34867
N -1.37504 0.14352 0.10646
O -1.28582 -0.81535 0.84893
O 1.44909 -1.14424 -0.92971
O -2.36768 0.45504 -0.50633
O 2.37401 0.75708 0.24208
O -0.24131 0.95678 -0.04832
S 1.44675 -0.35282 0.28689

---

Entry B
7
Properties=species:S:1:pos:R:3 method="wB97M-V/def2-TZVPD" total_charge=-1 spin_multiplicity=1 homo_energy_ha=-0.193 molar_mass_g_mol=126.07 e_lumo_ev=3.87 orbital_gap_ha=0.33484
N -1.40436 -0.04796 0.08659
O -1.16326 1.09892 0.30938
O -0.41313 -0.83566 0.20990
O -2.46936 -0.54129 -0.22515
O 2.55037 -0.90463 -0.04856
O 1.33654 1.13872 -0.66162
S 1.56319 0.09189 0.32946

---

Verdict on stability: entry A comes out on top.

---

Entry A
12
Properties=species:S:1:pos:R:3 method="wB97M-V/def2-TZVPD" spin_multiplicity=1 homo_energy_ha=-0.400 molar_mass_g_mol=107.06 e_lumo_ev=0.17 smiles="O=CNC(=O)O.O" orbital_gap_ha=0.40599
O -2.15201 1.63962 -0.05375
C -1.43863 0.70146 -0.43861
N -0.88773 -0.14569 0.47997
C -1.28628 -0.15662 1.86669
O -2.01215 0.83712 2.36113
O -1.02925 -1.16825 2.45479
H -1.41485 0.75939 -1.54194
H -0.28044 -0.85779 0.10915
H -1.76955 1.60171 1.73106
H 4.77616 -0.79255 -2.60677
H 3.31865 -1.23557 -2.40327
O 4.17608 -1.18283 -1.95845

---

Entry B
12
Properties=species:S:1:pos:R:3 method="wB97M-V/def2-TZVPD" spin_multiplicity=1 homo_energy_ha=-0.383 molar_mass_g_mol=107.06 e_lumo_ev=-0.03 smiles="CC(=O)O.O=NO" orbital_gap_ha=0.38165
C -1.97409 0.10100 0.18052
C -0.57039 0.39757 0.77434
N 2.81932 -0.63112 -0.32740
O -0.15915 -0.09985 1.80241
O 3.54498 -0.93562 -1.23578
O -0.10133 1.47377 0.15486
O 1.48390 -0.90096 -0.50332
H -2.79189 0.16749 0.91350
H -2.06925 0.67711 -0.87916
H -2.03267 -0.92562 -0.16585
H 0.55766 1.90383 0.71872
H 1.29291 -1.22758 -1.43284

---

Entry C
12
Properties=species:S:1:pos:R:3 method="wB97M-V/def2-TZVPD" spin_multiplicity=1 homo_energy_ha=-0.419 molar_mass_g_mol=107.06 e_lumo_ev=0.09 smiles="O=CNC(=O)O.O" orbital_gap_ha=0.42238
O -0.77402 -1.38740 -0.59825
C -0.26477 -1.04828 0.49957
N 0.85250 -0.26590 0.65395
C 1.63583 0.59573 -0.15030
O 1.50909 0.05494 -1.38233
O 2.58333 1.25793 0.15137
H -0.43912 -1.71886 1.33950
H 0.93078 -0.07169 1.57031
H 0.84183 -0.66459 -1.38586
H -2.92256 1.39582 0.10237
H -1.97946 0.50068 -0.64759
O -1.97344 1.35162 -0.15275

---

Verdict on stability: entry A comes out on top.

---

Entry A
6
Properties=species:S:1:pos:R:3 method="wB97M-V/def2-TZVPD" spin_multiplicity=1 homo_energy_ha=-0.423 molar_mass_g_mol=66.11 e_lumo_ev=0.75 smiles=O[SiH2]F orbital_gap_ha=0.45048
O 0.28397 -0.46667 1.11415
F -0.85128 -1.35293 -1.14810
Si -0.01578 -0.15822 -0.43074
H -0.36140 -0.51234 1.80789
H -0.69352 1.03122 -0.28227
H 1.23827 -0.15194 -1.28900

---

Entry B
6
Properties=species:S:1:pos:R:3 method="wB97M-V/def2-TZVPD" spin_multiplicity=1 homo_energy_ha=-0.400 molar_mass_g_mol=66.11 e_lumo_ev=-0.63 smiles="O=[SiH2].F" orbital_gap_ha=0.37671
O -0.30492 -1.22897 0.20163
F 2.01878 0.29094 -0.08770
Si -0.97796 0.07559 -0.10622
H 1.62280 -0.52476 0.29100
H -0.02547 0.87001 -0.78925
H -2.33324 0.51717 0.49054

---

Verdict on stability: entry A comes out on top.